# 1
{"formula": "C13H12B2F4O2Rh", "method": "ωB97M-V/def2-TZVPD", "largest_force_ev_per_a": 0.47, "e_tot_ha": -1212.7071, "s2": 6.02, "homo_energy_ev": [-11.87, -13.80], "total_charge": 1, "de_lowest_kcal_mol": 9.0, "spin_multiplicity": 5, "symbols": ["Rh", "C", "C", "C", "C", "C", "C", "C", "H", "H", "H", "H", "H", "H", "H", "H", "F", "B", "F", "F", "F", "O", "B", "O", "C", "C", "C", "C", "C", "C", "H", "H", "H", "H"], "positions_angstrom": [[0.00377, 0.08403, 0.01537], [1.94953, -2.04336, 2.58649], [1.63096, -0.65720, 2.12181], [2.45605, -0.00176, 1.18275], [2.19763, 1.30546, 0.78079], [1.04579, 1.96504, 1.23554], [0.20470, 1.32097, 2.16386], [0.52282, 0.03642, 2.62364], [1.43639, -2.78265, 1.96861], [1.63084, -2.18891, 3.61660], [3.01740, -2.24122, 2.52078], [3.33455, -0.51317, 0.80995], [2.86093, 1.80496, 0.08764], [0.82535, 2.97598, 0.91876], [-0.64906, 1.84546, 2.57271], [-0.10176, -0.42323, 3.37857], [-1.14168, 1.27636, -2.67740], [-0.11107, 0.40349, -2.93096], [0.87593, 0.64534, -1.80801], [0.54838, 0.59433, -4.08998], [-0.52738, -0.90945, -2.72495], [-3.07614, -0.87443, 0.23338], [-1.71841, -1.13011, -0.12718], [-1.73924, -2.36532, -0.86443], [-2.98712, -2.73091, -1.02115], [-3.49827, -3.82737, -1.72527], [-4.86173, -3.94290, -1.71052], [-5.70784, -3.01124, -1.02175], [-5.21779, -1.93080, -0.32474], [-3.83550, -1.80069, -0.33490], [-2.84692, -4.51180, -2.24596], [-5.34139, -4.75683, -2.23549], [-6.77426, -3.18237, -1.06946], [-5.84948, -1.22361, 0.18984]]}

---

# 2
{"formula": "C4H11NO2", "method": "ωB97M-V/def2-TZVPD", "largest_force_ev_per_a": 0.83, "e_tot_ha": -364.2363, "homo_energy_ev": -9.15, "total_charge": 0, "de_lowest_kcal_mol": 20.0, "smiles": "CC(C)(O)NCO", "symbols": ["C", "C", "C", "O", "N", "C", "O", "H", "H", "H", "H", "H", "H", "H", "H", "H", "H", "H"], "positions_angstrom": [[0.89665, -1.04006, 0.80764], [0.56766, 0.26157, 0.05344], [1.76277, 0.71500, -0.78776], [0.29389, 1.28765, 0.96126], [-0.56870, 0.06780, -0.86705], [-1.88206, 0.33793, -0.37873], [-2.29952, -0.44462, 0.73387], [1.73822, -0.86945, 1.47423], [1.15686, -1.83320, 0.11034], [0.04030, -1.35352, 1.40335], [2.00677, -0.03715, -1.53146], [1.50498, 1.64307, -1.28750], [2.61909, 0.88490, -0.14249], [-0.41489, 0.99504, 1.54902], [-0.49898, -0.84321, -1.30363], [-1.92373, 1.37371, -0.03304], [-2.58191, 0.21385, -1.21478], [-2.41742, -1.35932, 0.45330]]}

---

# 3
{"formula": "C5H10NO2", "method": "ωB97M-V/def2-TZVPD", "largest_force_ev_per_a": 0.59, "e_tot_ha": -401.7257, "homo_energy_ev": -2.80, "total_charge": -1, "de_lowest_kcal_mol": 63.5, "smiles": "CN[C@H](C[O-])CC=O", "symbols": ["C", "N", "C", "C", "O", "C", "C", "O", "H", "H", "H", "H", "H", "H", "H", "H", "H", "H"], "positions_angstrom": [[1.05992, 0.87827, -2.32628], [-0.13473, 0.23845, -1.78320], [0.02660, -0.45155, -0.51604], [-1.35263, -1.10946, -0.19268], [-2.28508, -0.19302, 0.12126], [0.37287, 0.52370, 0.62087], [0.71971, -0.16361, 1.90255], [1.55676, 0.22921, 2.68998], [1.91604, 0.69467, -1.67516], [1.00954, 1.97791, -2.39312], [1.27419, 0.47529, -3.31538], [-0.92127, 0.86610, -1.66546], [0.78253, -1.24958, -0.57839], [-1.16428, -1.85349, 0.63492], [-1.54960, -1.71564, -1.11052], [1.20568, 1.20421, 0.40312], [-0.53745, 1.11457, 0.77224], [0.17629, -1.09242, 2.13494]]}

---

# 4
{"formula": "C35H35IrN8O9S3", "method": "ωB97M-V/def2-TZVPD", "largest_force_ev_per_a": 0.30, "e_tot_ha": -3768.2641, "homo_energy_ev": -13.83, "total_charge": 2, "de_lowest_kcal_mol": 3.5, "symbols": ["Ir", "O", "C", "C", "C", "C", "C", "C", "C", "C", "N", "H", "H", "H", "H", "H", "H", "H", "H", "H", "H", "H", "O", "N", "O", "C", "C", "C", "C", "C", "C", "N", "C", "C", "N", "C", "C", "C", "C", "H", "H", "H", "H", "H", "H", "H", "O", "S", "O", "N", "C", "S", "C", "C", "C", "C", "C", "C", "H", "H", "H", "H", "C", "C", "S", "O", "O", "C", "C", "N", "C", "N", "C", "C", "N", "O", "O", "C", "H", "H", "H", "H", "H", "H", "H", "H", "H", "H", "H", "H", "H"], "positions_angstrom": [[-0.04283, 0.34761, 0.00074], [0.16442, 0.45829, 2.12699], [1.39836, 0.73176, 2.85604], [2.22724, -0.51208, 3.06844], [2.37732, -1.31555, 1.77510], [2.93498, -0.50309, 0.63561], [4.31587, -0.43048, 0.49715], [4.88754, 0.29414, -0.53065], [4.04598, 0.93927, -1.42291], [2.68680, 0.84136, -1.23244], [2.11784, 0.14730, -0.22778], [-0.46878, -0.03612, 2.66317], [1.12439, 1.21196, 3.79467], [1.92810, 1.45242, 2.23505], [1.77952, -1.14593, 3.83672], [3.20191, -0.19917, 3.45054], [1.41387, -1.73367, 1.50795], [3.04806, -2.15581, 1.95280], [4.93473, -0.96651, 1.20425], [5.96232, 0.34658, -0.63981], [4.42856, 1.50979, -2.25684], [2.01636, 1.33642, -1.91835], [-1.23026, 6.11280, -4.61694], [-0.54110, 5.88033, -3.65578], [0.13157, 6.68566, -3.04531], [-0.50931, 4.47883, -3.17418], [-0.76001, 3.52489, -4.09135], [-0.69048, 2.13963, -3.74247], [-0.91628, 1.09973, -4.66175], [-0.81910, -0.19487, -4.22856], [-0.54352, -0.45217, -2.88578], [-0.31392, 0.51029, -2.00367], [-0.38252, 1.80083, -2.42846], [-0.13894, 2.82118, -1.45869], [0.11843, 2.38884, -0.19476], [0.26742, 3.28130, 0.76836], [0.21462, 4.65166, 0.51868], [-0.01150, 5.10825, -0.75428], [-0.19942, 4.17764, -1.79803], [-1.00990, 3.81475, -5.10330], [-1.17862, 1.32874, -5.68619], [-1.00469, -1.02611, -4.89245], [-0.53894, -1.46514, -2.52041], [0.40383, 2.90258, 1.76930], [0.34220, 5.34316, 1.33884], [-0.05416, 6.16620, -0.95661], [-4.72232, -1.93913, -2.75150], [-4.28978, -0.58210, -2.71812], [-3.85477, 0.05977, -3.92716], [-3.03590, -0.42946, -1.60913], [-3.34820, 0.41656, -0.69264], [-2.26429, 0.90322, 0.56052], [-4.73027, 0.96734, -0.73146], [-5.36314, 1.83877, 0.13753], [-6.68364, 2.18113, -0.13072], [-7.34654, 1.66898, -1.24118], [-6.70922, 0.79733, -2.11963], [-5.40402, 0.46521, -1.83332], [-4.85084, 2.24077, 1.00189], [-7.20604, 2.85477, 0.53464], [-8.37446, 1.95086, -1.42430], [-7.21952, 0.39566, -2.98431], [-4.17386, -7.88642, 0.99746], [-4.82594, -7.11466, -0.13723], [-4.22010, -5.45534, -0.29881], [-4.28821, -4.81962, 1.00105], [-4.84128, -4.83559, -1.43233], [-2.45875, -5.63189, -0.70443], [-1.52689, -5.14573, 0.40215], [-0.82958, -3.88981, 0.05144], [-1.16296, -2.63645, 0.42946], [-0.25545, -1.76089, -0.03731], [0.67269, -2.48440, -0.74646], [0.31926, -3.78461, -0.70065], [1.01524, -4.86876, -1.35326], [2.08465, -4.58011, -1.84161], [0.46237, -5.94643, -1.41131], [-2.36172, -2.31282, 1.24157], [-4.64977, -8.86088, 1.09208], [-4.28882, -7.35768, 1.94191], [-3.11203, -8.06172, 0.81526], [-5.89602, -6.96858, 0.02478], [-4.69788, -7.58136, -1.11476], [-2.34441, -5.05215, -1.61951], [-2.26329, -6.67274, -0.95616], [-0.76028, -5.88147, 0.61934], [-2.08788, -4.95838, 1.31218], [1.51891, -2.04992, -1.24534], [-2.86038, -3.20606, 1.60231], [-3.07859, -1.78554, 0.61424], [-2.10593, -1.67358, 2.08438]]}